Entry 1:
Below is a molecular structure, C24H76AsF6N20O12, with properties calculated with ωB97M-V/def2-TZVPD.

```
139
Properties=species:S:1:pos:R:3:lowdin_charge:R:1
As -14.8311 -18.0152 19.3070 0.952
F -16.4953 -18.5919 19.4877 -0.326
F -14.0760 -19.6847 19.3559 -0.382
F -13.1493 -17.3246 19.0058 -0.385
F -15.5254 -16.3605 19.5400 -0.365
F -14.5912 -18.0910 21.1223 -0.383
F -15.0267 -18.0648 17.5184 -0.363
C -15.9917 -14.2597 17.0691 -0.780
O -16.4088 -13.3133 16.3718 -0.035
N -15.0708 -14.1514 17.9831 0.157
N -16.4692 -15.4437 17.0321 0.188
H -15.0471 -14.8280 18.7326 0.063
H -14.5714 -13.2751 18.0349 0.111
H -16.2114 -16.1893 17.6628 0.056
H -17.1587 -15.6789 16.3326 0.082
C -14.4977 -21.5224 15.7286 -0.849
O -14.5692 -22.1512 14.6760 -0.021
N -14.6332 -21.9923 16.8944 0.185
N -14.1782 -20.3095 15.8313 0.172
H -14.5866 -21.3352 17.6600 0.093
H -14.8801 -22.9518 17.0909 0.117
H -13.9108 -19.8632 16.6970 0.062
H -13.9967 -19.7613 15.0027 0.115
C -13.8960 -20.8399 23.3852 -0.817
O -14.9179 -21.0930 22.8383 0.050
N -13.0215 -19.9460 23.0327 0.191
N -13.5024 -21.5018 24.3820 0.180
H -12.0406 -20.1659 23.1303 0.118
H -13.3723 -19.3513 22.2955 0.086
H -12.7529 -20.9837 24.8179 0.115
H -14.1061 -22.1950 24.8005 0.133
C -17.7786 -18.0002 14.4677 -0.691
O -18.2196 -17.1984 15.3076 -0.013
N -18.5795 -18.6882 13.7150 0.170
N -16.5039 -18.3057 14.2411 0.193
H -18.1675 -19.3859 13.1120 0.113
H -19.5560 -18.4759 13.8618 0.124
H -15.6638 -17.9915 14.7054 0.108
H -16.4194 -19.0349 13.5474 0.098
C -20.4236 -17.9632 18.0791 -0.769
O -21.4416 -18.0017 18.7473 -0.004
N -20.4017 -17.7957 16.7796 0.167
N -19.2504 -18.2057 18.7006 0.167
H -19.5891 -17.4250 16.3081 0.037
H -21.3231 -17.6859 16.3808 0.105
H -18.3278 -18.3015 18.3007 0.081
H -19.5536 -18.5199 19.6113 0.073
C -18.3255 -14.1547 20.4362 -0.784
O -18.6299 -13.2181 19.7338 0.027
N -18.3444 -15.4047 20.1445 0.178
N -17.9015 -14.0598 21.7033 0.136
H -18.1895 -16.1021 20.8585 0.111
H -18.6525 -15.6914 19.2264 0.103
H -17.8577 -13.1603 22.1606 0.097
H -17.6817 -14.9062 22.2087 0.086
C -17.8521 -20.3800 21.6361 -0.783
O -18.8031 -19.8187 21.1543 0.019
N -17.4608 -20.1029 22.8756 0.155
N -16.9684 -21.0872 21.0316 0.185
H -16.5077 -20.3390 23.1122 0.041
H -17.8631 -19.4057 23.4856 0.099
H -17.1989 -21.4162 20.1050 0.057
H -15.9929 -21.1188 21.2918 0.078
C -10.7626 -19.9842 18.3857 -0.751
O -9.7785 -20.5288 17.9206 -0.021
N -11.0478 -20.0550 19.6736 0.166
N -11.6446 -19.4104 17.5550 0.168
H -10.4606 -20.5304 20.3440 0.103
H -12.0372 -19.9166 19.8222 0.063
H -11.3992 -19.3156 16.5799 0.115
H -12.4338 -18.9503 17.9859 0.033
C -12.0647 -14.2067 20.3610 -0.044
C -10.9211 -13.3593 20.9478 -0.399
C -10.8460 -11.8735 20.4993 -0.201
O -12.0886 -11.1621 20.3256 -0.185
C -11.8612 -9.7611 19.9935 -0.095
N -10.8845 -13.4589 22.4144 0.036
H -13.0617 -13.8533 20.6242 0.081
H -12.0481 -15.2239 20.7523 0.063
H -12.0032 -14.1775 19.2732 0.065
H -9.9486 -13.7468 20.6443 0.123
H -10.3626 -11.9832 19.5285 0.108
H -10.0907 -11.2865 21.0219 0.109
H -11.7531 -9.5148 18.9372 0.078
H -11.0937 -9.3033 20.6175 0.077
H -12.8664 -9.4040 20.2173 0.083
H -10.9618 -14.4025 22.7662 0.016
H -11.4946 -12.8058 22.8850 0.073
C -10.2566 -12.5645 14.2807 -0.096
C -11.2892 -13.7007 14.0527 -0.424
C -11.7868 -14.0452 15.4800 -0.204
O -11.9540 -15.4524 15.5132 -0.199
C -12.4691 -15.9933 16.7422 -0.104
N -12.3184 -13.1720 13.1923 0.033
H -10.6702 -11.6040 14.5878 0.074
H -9.6373 -12.2523 13.4397 0.055
H -9.4874 -12.8672 14.9912 0.065
H -10.7515 -14.5422 13.6160 0.132
H -12.6581 -13.4248 15.6898 0.127
H -11.0994 -13.7551 16.2746 0.107
H -12.7531 -17.0209 16.5155 0.053
H -13.3029 -15.5643 17.2980 0.058
H -11.5253 -16.1274 17.2708 0.084
H -12.0330 -12.9471 12.2500 0.064
H -12.7736 -14.0627 13.0527 0.073
C -19.7640 -21.4978 17.3729 -0.028
C -18.6176 -22.4325 17.9244 -0.408
C -18.2234 -23.4348 16.8759 -0.201
O -19.4122 -24.2365 16.5258 -0.206
C -19.1482 -25.6758 16.7086 -0.088
N -17.4427 -21.6129 18.1221 0.038
H -20.0858 -20.8165 18.1606 0.068
H -20.6252 -22.1434 17.2006 0.062
H -19.5487 -20.9670 16.4456 0.075
H -18.7882 -23.0614 18.7981 0.144
H -17.3725 -24.0047 17.2490 0.110
H -18.0070 -23.0171 15.8926 0.128
H -20.1002 -26.0943 17.0352 0.070
H -18.3775 -25.8084 17.4679 0.077
H -18.9876 -26.2368 15.7879 0.070
H -17.2971 -21.3781 17.1506 0.068
H -17.7172 -20.7676 18.6019 0.046
C -14.6192 -16.8791 25.9510 -0.060
C -14.5068 -16.3131 24.4859 -0.415
C -13.0858 -16.3921 23.9151 -0.189
O -12.1528 -15.6448 24.6665 -0.192
C -10.8546 -16.1141 24.5776 -0.143
N -15.4490 -17.0188 23.6666 0.052
H -14.1640 -17.8216 26.2553 0.069
H -15.6623 -16.7630 26.2451 0.071
H -14.1670 -16.1790 26.6534 0.060
H -14.9329 -15.3124 24.5582 0.128
H -12.8848 -16.2588 22.8521 0.118
H -12.7539 -17.4300 23.9400 0.087
H -10.2818 -15.7788 25.4423 0.089
H -10.3017 -15.9908 23.6464 0.083
H -10.9762 -17.1686 24.8255 0.078
H -15.1966 -17.0319 22.6887 0.042
H -15.3836 -17.9148 24.1280 0.050
```

Its net charge is -2. Its HOMO energy (spin up / spin down) is 0.00170 / -0.14764 Eh. As for the total energy: -5793.2560 hartree. As for the spin multiplicity: 2.

Entry 2:
Below is 18 unconnected molecules or ions with the total composition C24H81FNO19P, with properties calculated with ωB97M-V/def2-TZVPD.

```
127
Properties=species:S:1:pos:R:3:lowdin_charge:R:1
C 4.9306 -1.6329 4.5883 -0.335
P 5.0093 -3.0433 3.3072 0.878
O 6.1319 -4.2179 4.0269 -0.401
C 3.3762 -4.0074 3.1374 -0.381
C 3.3995 -5.2827 4.2148 -0.178
N 1.8917 -5.3983 4.4897 -0.016
C 1.4584 -3.9633 4.7223 -0.258
O 0.8131 -3.5874 5.8220 -0.036
C 1.9283 -3.2305 3.3492 -0.182
C 1.8277 -1.6192 3.1352 -0.134
C 1.2284 -0.7546 4.3851 -0.125
F 2.0300 -0.8635 5.6499 -0.155
H 6.0620 -1.3335 4.8252 0.060
H 4.4448 -0.6320 4.1620 0.054
H 4.4500 -1.9094 5.6184 0.051
H 5.9410 -4.2687 5.0286 0.059
H 3.3223 -4.4240 2.0453 0.113
H 3.9547 -6.2076 3.7534 0.109
H 3.8195 -5.0534 5.3058 0.126
H 1.6009 -6.1174 5.1874 0.124
H 1.2417 -3.6813 2.4820 0.141
H 1.0855 -1.4418 2.2170 0.134
H 2.8701 -1.1761 2.7583 0.104
H 1.1290 0.3680 4.0614 0.111
H 0.1472 -1.1723 4.6648 0.136
C 0.7115 3.1595 2.8918 -0.157
O 0.5089 2.1491 1.9210 -0.145
H 1.5484 2.8733 3.5331 0.063
H 0.9437 4.1038 2.3931 0.051
H -0.1900 3.2683 3.4996 0.084
H -0.2392 2.4307 1.3672 0.042
C 0.1853 5.5127 -0.3061 -0.150
O 0.3544 5.8870 1.0487 -0.137
H 0.5826 4.5050 -0.4485 0.083
H -0.8783 5.5216 -0.5575 0.068
H 0.7282 6.2103 -0.9484 0.051
H -0.0071 6.7846 1.1446 0.089
C 1.3771 8.2583 -3.2673 -0.163
O 1.8386 7.7412 -2.0328 -0.150
H 0.3502 7.9234 -3.4310 0.076
H 1.4015 9.3505 -3.2378 0.071
H 2.0115 7.8908 -4.0775 0.079
H 2.7515 8.0549 -1.9149 0.056
C -0.6139 -5.2642 0.4577 -0.157
O 0.3953 -5.8925 1.2265 -0.144
H -0.1498 -4.5323 -0.2075 0.058
H -1.1387 -6.0144 -0.1391 0.085
H -1.3162 -4.7554 1.1224 0.071
H -0.0463 -6.5360 1.8066 0.085
C -3.5241 -2.5153 -0.7624 -0.139
O -3.3438 -3.7034 -0.0139 -0.141
H -2.6525 -2.3634 -1.4032 0.076
H -4.4187 -2.6070 -1.3834 0.056
H -3.6257 -1.6665 -0.0817 0.073
H -4.1323 -3.8117 0.5448 0.086
C -0.3733 0.8393 6.9286 -0.171
O -1.5122 0.4753 6.1705 -0.139
H 0.4081 1.1893 6.2501 0.063
H -0.6372 1.6418 7.6219 0.075
H -0.0097 -0.0299 7.4822 0.082
H -2.1880 0.1691 6.7990 0.082
C 0.9457 -2.9559 -2.5993 -0.164
O 1.9548 -3.5842 -1.8305 -0.132
H 1.4098 -2.2239 -3.2645 0.083
H 0.4208 -3.7060 -3.1961 0.080
H 0.2434 -2.4471 -1.9346 0.062
H 1.5132 -4.2277 -1.2505 0.049
C -0.2146 0.7911 -2.1698 -0.160
O -1.1555 0.1364 -3.0008 -0.143
H -0.1202 0.2356 -1.2338 0.076
H 0.7558 0.8231 -2.6715 0.080
H -0.5597 1.8055 -1.9558 0.070
H -1.2180 0.6517 -3.8230 0.059
C -3.8935 0.6417 -5.3564 -0.137
O -2.7749 1.4815 -5.5748 -0.147
H -3.5448 -0.3831 -5.2085 0.087
H -4.4310 0.9737 -4.4647 0.082
H -4.5530 0.6777 -6.2269 0.079
H -3.1153 2.3834 -5.7027 0.057
C -3.4277 2.1631 0.9271 -0.144
O -2.3091 3.0030 0.7087 -0.142
H -3.0790 1.1384 1.0750 0.080
H -3.9652 2.4951 1.8188 0.080
H -4.0872 2.1992 0.0565 0.077
H -2.6495 3.9048 0.5808 0.085
C 5.0511 10.2003 -1.5788 -0.140
O 4.1103 9.5457 -2.4097 -0.143
H 5.1455 9.6448 -0.6428 0.088
H 6.0215 10.2323 -2.0804 0.080
H 4.7061 11.2148 -1.3647 0.080
H 4.0478 10.0610 -3.2320 0.095
C -0.4609 2.6882 -8.0250 -0.172
O -0.2806 1.5002 -7.2765 -0.136
H 0.4108 2.8401 -8.6658 0.076
H -1.3555 2.5965 -8.6460 0.074
H -0.5624 3.5370 -7.3443 0.071
H -1.0691 1.3918 -6.7178 0.035
C 4.6299 -9.1493 1.6876 -0.160
O 4.5665 -7.7987 2.1073 -0.144
H 5.1049 -9.7432 2.4720 0.080
H 3.6189 -9.5248 1.5110 0.075
H 5.2214 -9.2199 0.7715 0.077
H 4.1407 -7.2967 1.3916 0.085
C -6.4701 -4.2357 -2.9697 -0.163
O -6.5335 -2.8852 -2.5500 -0.144
H -5.9951 -4.8296 -2.1853 0.063
H -7.4811 -4.6112 -3.1462 0.081
H -5.8786 -4.3063 -3.8858 0.084
H -6.9593 -2.3831 -3.2656 0.084
C -3.3168 5.5404 -4.8231 -0.146
O -3.5195 4.5300 -5.7939 -0.138
H -2.4799 5.2541 -4.1818 0.083
H -3.0846 6.4847 -5.3218 0.079
H -4.2183 5.6491 -4.2153 0.079
H -4.2675 4.8115 -6.3477 0.094
C -6.8358 -7.4754 -1.2622 -0.168
O -6.6965 -7.5192 -2.6704 -0.136
H -7.0164 -6.4426 -0.9551 0.067
H -7.6824 -8.0966 -0.9594 0.078
H -5.9180 -7.8377 -0.7928 0.079
H -6.5374 -8.4473 -2.9131 0.085
C 4.6489 4.2610 3.5187 -0.167
O 3.9031 5.3157 2.9393 -0.134
H 5.1955 4.6456 4.3830 0.080
H 3.9698 3.4685 3.8429 0.062
H 5.3589 3.8699 2.7859 0.077
H 3.4292 4.9446 2.1756 0.074
```

Its HOMO energy is -0.28900 Eh. As for the total energy: -2888.0854 hartree.